Record 1
# C25H34N2O3

A single C25H34N2O3 molecule (the ωB97M-V functional and the def2-TZVPD basis, OMol25).

Properties
- relative energy (zero: lowest compared OMol25 entry of this formula, charge and spin) (kcal per mole) = 29.7
- LUMO energy (eV) = 0.689
- multiplicity = 1
- SMILES = COCCNC(=O)c1cccc(OC2CCN(Cc3ccc(C(C)C)cc3)CC2)c1

Last column: Mulliken charge in e.
Geometry (Å):
C (-2.57319, -1.74466, 3.37529)  -0.906
O (-2.34097, -1.74230, 1.99076)  -0.088
C (-2.57909, -2.99603, 1.38421)  -0.757
C (-2.28753, -2.86142, -0.10922)  -0.662
N (-0.91002, -2.49992, -0.32494)  0.131
C (-0.02132, -3.32047, -0.93292)  0.177
O (-0.34683, -4.35870, -1.47594)  -0.694
C (1.38647, -2.81910, -0.92235)  0.416
C (2.19215, -3.06141, -2.02981)  -0.757
C (3.50355, -2.62363, -2.04050)  -0.624
C (4.01890, -1.93250, -0.95741)  -0.248
C (3.22261, -1.68860, 0.15758)  -0.004
C (1.91115, -2.15190, 0.17774)  -0.218
H (1.32404, -2.01579, 1.07384)  0.782
O (3.74929, -1.03739, 1.25269)  -0.550
C (3.49127, 0.36609, 1.34677)  -0.184
C (4.17200, 1.15134, 0.22219)  -0.272
C (3.84638, 2.64894, 0.34083)  -1.411
N (2.42591, 2.93153, 0.35474)  0.182
C (1.79656, 2.21808, 1.44435)  -1.655
C (1.99954, 0.69975, 1.38258)  1.044
H (1.53239, 0.22746, 2.24861)  0.491
H (1.51922, 0.32279, 0.47796)  -0.765
H (2.23420, 2.60618, 2.37044)  0.548
H (0.72983, 2.44487, 1.45417)  0.418
C (1.82293, 2.80485, -0.98136)  -0.977
C (0.39177, 2.34906, -0.99988)  0.318
C (0.05450, 1.10058, -1.50489)  -0.608
C (-1.26242, 0.67537, -1.52197)  -0.568
C (-2.27930, 1.47832, -1.02495)  0.908
C (-1.93980, 2.73077, -0.52450)  0.062
C (-0.62809, 3.16370, -0.52062)  -1.047
H (-0.38214, 4.14384, -0.13789)  0.456
H (-2.70856, 3.38205, -0.13590)  0.328
C (-3.70689, 0.99178, -1.02294)  0.362
C (-4.19068, 0.77939, 0.41389)  -1.376
H (-4.19633, 1.72112, 0.95774)  0.347
H (-3.53674, 0.08428, 0.93607)  0.161
H (-5.20177, 0.37707, 0.41453)  0.446
C (-4.62754, 1.95663, -1.77238)  -1.697
H (-4.26143, 2.12167, -2.78348)  0.405
H (-5.63294, 1.54519, -1.83122)  0.466
H (-4.68190, 2.91681, -1.26587)  0.301
H (-3.73698, 0.02687, -1.54263)  0.357
H (-1.49771, -0.29557, -1.93461)  0.343
H (0.82407, 0.45129, -1.90333)  0.261
H (1.88720, 3.80162, -1.43930)  0.461
H (2.40365, 2.11710, -1.61015)  0.301
H (4.26551, 3.03403, 1.27583)  0.479
H (4.30387, 3.19693, -0.48618)  0.441
H (5.25165, 1.00177, 0.26723)  0.402
H (3.81833, 0.76958, -0.73892)  0.195
H (3.94801, 0.63706, 2.30649)  0.358
H (5.04265, -1.58984, -0.95648)  0.490
H (4.13021, -2.81740, -2.89841)  0.421
H (1.77549, -3.59883, -2.86771)  0.495
H (-0.60210, -1.65655, 0.13271)  0.116
H (-2.45926, -3.81322, -0.61612)  0.501
H (-2.94124, -2.09154, -0.52993)  -0.096
H (-3.62462, -3.30169, 1.53781)  0.479
H (-1.92466, -3.76044, 1.82956)  0.437
H (-3.61605, -1.99712, 3.60224)  0.319
H (-1.91918, -2.46141, 3.88684)  0.336
H (-2.35806, -0.73830, 3.72897)  0.220

=====

Record 2
# C6H8N2O3

A single C6H8N2O3 molecule (the ωB97M-V functional and the def2-TZVPD basis, OMol25).

Properties
- relative energy (zero: lowest compared OMol25 entry of this formula, charge and spin) (kcal per mole) = 125.2
- LUMO energy (eV) = -0.038
- multiplicity = 1
- SMILES = [H]/N=C1/C=C[C@H]([N+](=O)[O-])[C@]1(C)O

Last column: Mulliken charge in e.
Geometry (Å):
C (0.64428, -1.69049, 0.51782)  -0.738
C (-0.54922, -1.38336, 0.98499)  -0.592
C (1.08983, -0.69587, -0.44033)  0.518
C (-0.94311, 0.08388, 0.62253)  0.041
C (0.24531, 0.67525, -0.23425)  0.818
C (1.08344, 1.62656, 0.60936)  -1.782
N (1.78364, -1.02787, -1.44111)  -0.813
N (-2.15629, -0.07764, -0.17138)  1.038
O (-3.23243, 0.16796, 0.36205)  -0.606
O (-2.06206, -0.59259, -1.29053)  -0.562
O (-0.14671, 1.28952, -1.40534)  -0.553
H (1.04217, -2.61372, 0.66298)  0.550
H (-1.12255, -2.15835, 1.52502)  0.374
H (-1.29238, 0.70044, 1.60030)  0.345
H (2.01067, 1.74048, -0.06766)  0.305
H (1.28208, 1.26139, 1.50050)  0.508
H (0.44973, 2.44868, 0.82448)  0.456
H (1.89915, -0.32352, -2.16326)  0.256
H (-0.02557, 0.56925, -1.99618)  0.436

=====

Record 3
# C4H32NO14S

A 14-piece molecular cluster, C4H32NO14S overall (the ωB97M-V functional and the def2-TZVPD basis, OMol25).

Properties
- relative energy (zero: lowest compared OMol25 entry of this formula, charge and spin) (kcal per mole) = 56.8
- LUMO energy (spin up / spin down) (eV) = -0.272 / -5.489
- multiplicity = 2

Last column: Mulliken charge in e.
Geometry (Å):
O (-1.85028, 1.79463, 0.34060)  -0.730
C (-0.86013, 1.23017, -0.23428)  -0.179
N (-0.10306, 1.65599, -1.18105)  -0.189
C (3.80138, 1.58845, -0.65630)  -0.300
O (3.51083, 1.20673, -1.76187)  -0.497
C (-0.69191, -0.27578, 0.14274)  1.802
C (-1.90241, -0.99999, -0.38441)  -0.929
S (-1.93678, -2.84810, -0.26395)  -0.146
H (-0.21775, 2.66705, -1.38059)  0.286
H (3.29518, 2.53198, -0.32168)  0.382
H (4.65171, 1.17448, -0.09863)  0.318
H (0.26870, -0.69463, -0.10683)  0.109
H (-0.75566, -0.31118, 1.23277)  -0.687
H (-2.80716, -0.68115, 0.15926)  0.236
H (-1.89752, -0.89351, -1.45112)  0.268
H (-2.07878, -2.63733, 1.12396)  0.145
H (1.82015, -2.56182, -0.86092)  0.317
H (3.00961, -1.93635, -1.03383)  0.360
O (2.71803, -2.68091, -0.45330)  -0.699
H (2.99842, -1.48610, 2.30829)  0.407
H (3.54623, -1.65031, 0.81459)  0.385
O (3.48372, -1.06800, 1.59064)  -0.720
H (1.71211, -1.22759, -3.07727)  0.350
H (0.49776, -2.26018, -2.92274)  0.319
O (1.41110, -2.06333, -2.70856)  -0.600
H (-1.56262, 1.99117, 1.70340)  0.469
H (-1.42171, 3.20718, 2.64875)  0.251
O (-1.51971, 2.26041, 2.70869)  -0.723
H (2.73830, 0.70867, -3.46768)  0.400
H (1.34847, 0.89105, -2.77579)  0.394
O (1.78576, 0.62222, -3.58277)  -0.706
H (-0.78954, -0.69418, -3.47644)  0.254
H (-1.78123, -1.65985, -4.24178)  0.309
O (-0.94285, -1.59450, -3.76197)  -0.674
H (-2.93128, 0.79734, 3.10401)  0.321
H (-1.81275, -0.41901, 3.15188)  0.315
O (-2.71681, -0.12676, 3.03556)  -0.636
H (2.57646, 0.21073, 1.72400)  0.519
H (2.08194, 1.21246, 0.73064)  0.135
O (2.23812, 1.19609, 1.68173)  -0.734
H (-4.12596, 0.72830, -1.51067)  0.425
H (-3.08964, 1.20427, -2.48457)  0.275
O (-3.76239, 0.51222, -2.39810)  -0.670
H (-4.43892, 0.72070, 0.42292)  0.399
H (-3.58521, 1.86539, 0.21094)  0.438
O (-4.43548, 1.53058, -0.13832)  -0.767
H (1.05657, 0.66688, 2.76684)  0.480
H (-0.30457, 1.20075, 3.39300)  0.304
O (0.43685, 0.58900, 3.51195)  -0.792
H (0.88844, -1.11269, 3.26964)  0.415
H (1.09709, -2.19624, 2.04376)  0.333
O (1.34917, -1.88537, 2.91488)  -0.740

=====

Record 4
# C2H3Cl2PS

A single C2H3Cl2PS molecule (the ωB97M-V functional and the def2-TZVPD basis, OMol25).

Properties
- relative energy (zero: lowest compared OMol25 entry of this formula, charge and spin) (kcal per mole) = 28.2
- LUMO energy (eV) = -0.190
- multiplicity = 1
- SMILES = ClP(Cl)[C@H]1CS1

Last column: Mulliken charge in e.
Geometry (Å):
C (-0.34757, -0.94249, -0.17468)  -0.435
C (0.69985, -0.00464, -0.63018)  -0.365
P (0.34188, 1.42802, -2.02576)  0.367
S (1.22426, -1.88428, -0.23110)  -0.127
Cl (2.23488, 1.98933, -2.37881)  -0.174
Cl (-0.06059, 0.33169, -3.65630)  -0.170
H (-0.76479, -0.83242, 0.82393)  0.255
H (-1.06587, -1.28285, -0.90976)  0.283
H (1.15491, 0.55811, 0.17995)  0.366

=====

Record 5
# C21H21Cl2NO2STeTi

C21H21Cl2NO2STeTi as an isolated structure (the ωB97M-V functional and the def2-TZVPD basis, OMol25).

Properties
- relative energy (zero: lowest compared OMol25 entry of this formula, charge and spin) (kcal per mole) = 32.7
- LUMO energy (spin up / spin down) (eV) = 0.089 / -0.409
- multiplicity = 3

Last column: Mulliken charge in e.
Geometry (Å):
Ti (0.03506, -0.48365, 0.47771)  -0.116
C (-2.19174, 3.57115, 0.97211)  -1.667
C (-1.75974, 2.27925, 1.59871)  0.803
C (-0.50294, 2.17385, 2.19871)  -0.180
C (-0.06374, 0.97065, 2.73181)  -0.597
C (-0.86914, -0.17675, 2.64851)  -0.675
C (-2.16454, -0.05035, 2.12531)  -0.621
C (-2.59704, 1.16405, 1.61421)  -0.147
H (-1.41174, 3.94625, 0.31091)  0.299
H (-2.38144, 4.33005, 1.73171)  0.419
H (-3.09614, 3.42925, 0.38691)  0.358
H (0.13076, 3.05165, 2.25181)  0.413
H (0.89486, 0.92355, 3.24641)  0.328
H (-0.58154, -1.09665, 3.16161)  0.588
H (-2.83564, -0.90365, 2.13881)  0.378
H (-3.59654, 1.24455, 1.20821)  0.399
Cl (-0.80474, 4.69425, -4.24139)  -0.241
C (-0.91904, 3.37135, -3.13509)  0.402
C (-2.09134, 2.61455, -3.10369)  -0.758
C (-2.15764, 1.55105, -2.22879)  0.729
Cl (-3.57394, 0.57375, -2.12859)  -0.226
C (-1.10174, 1.19125, -1.36919)  -0.193
O (-1.25214, 0.17295, -0.58149)  -0.329
C (0.08426, 2.01255, -1.39059)  1.984
C (1.17686, 1.77165, -0.53429)  -1.216
O (1.27746, 0.80605, 0.31931)  -0.138
C (0.13476, 3.09775, -2.29849)  -1.419
H (-2.92164, 2.85125, -3.74469)  0.470
H (2.02866, 2.45745, -0.59229)  0.252
H (1.02516, 3.70675, -2.32409)  0.425
S (-0.87094, -2.80255, 0.50381)  -0.593
C (0.06856, -2.67525, -0.92689)  0.511
C (0.19746, -3.65095, -1.91359)  -0.856
C (1.02156, -3.40495, -2.99689)  -0.132
C (1.71766, -2.19405, -3.06319)  -0.995
C (1.55606, -1.27175, -2.05419)  -0.303
N (0.75836, -1.50395, -0.99869)  0.519
H (-0.34614, -4.57515, -1.81139)  0.443
H (1.14536, -4.14555, -3.77149)  0.420
H (2.37336, -1.98215, -3.89139)  0.434
H (2.08216, -0.31955, -2.05639)  0.481
C (2.56306, -2.22665, 3.75221)  -1.144
Te (2.41326, -1.64595, 1.65451)  0.483
C (2.40796, -3.71985, 1.03671)  -1.060
H (1.71066, -2.83505, 4.04231)  0.355
H (2.58786, -1.33075, 4.36441)  0.336
H (3.47496, -2.79125, 3.91311)  0.356
H (3.26766, -4.22325, 1.46101)  0.414
H (2.46986, -3.74545, -0.04459)  0.256
H (1.48736, -4.20185, 1.35031)  0.350

=====

Record 6
# C43H48O2

A 7-piece molecular cluster, C43H48O2 overall (the ωB97M-V functional and the def2-TZVPD basis, OMol25).

Properties
- LUMO energy (eV) = 0.506
- multiplicity = 1
- SMILES = CCC[C@@H]1CCC(=O)O1.c1ccccc1.c1ccccc1.c1ccccc1.c1ccccc1.c1ccccc1.c1ccccc1

Last column: Mulliken charge in e.
Geometry (Å):
C (0.63436, -2.75850, -3.71022)  -0.877
C (0.19737, -4.19692, -3.97125)  -0.683
C (-1.15669, -4.59901, -3.40562)  -0.919
C (-2.37121, -4.28364, -4.26566)  0.284
C (-2.36097, -2.96209, -5.06028)  -0.909
C (-2.74057, -2.03998, -3.94116)  0.000
C (-3.76865, -2.83665, -3.15699)  0.250
O (-4.54288, -2.44468, -2.39433)  -0.540
O (-3.59036, -4.11325, -3.51216)  -0.446
H (0.82183, -2.59279, -2.65914)  0.400
H (-0.05037, -2.00487, -4.06740)  -0.059
H (1.56382, -2.59971, -4.24125)  0.423
H (0.29573, -4.40973, -5.02952)  0.372
H (0.92958, -4.82230, -3.47893)  0.432
H (-1.33855, -4.21301, -2.40721)  0.422
H (-1.14220, -5.67690, -3.31299)  0.312
H (-2.64287, -5.07052, -4.95448)  0.402
H (-3.08949, -3.07342, -5.85210)  0.381
H (-1.43779, -2.73532, -5.56958)  0.387
H (-2.94726, -0.99859, -4.14218)  0.516
H (-1.91884, -1.98861, -3.22695)  -0.153
C (-4.53046, -2.52874, 1.74869)  -0.532
C (-4.11317, -2.10035, 3.00193)  -0.179
C (-3.55333, -0.83874, 3.15444)  -0.678
C (-3.41314, -0.00599, 2.05291)  -0.394
C (-3.83044, -0.43555, 0.79922)  -0.610
C (-4.38764, -1.69803, 0.64358)  -0.458
H (-4.96589, -3.51298, 1.63076)  0.397
H (-4.22467, -2.75055, 3.86125)  0.388
H (-3.22142, -0.50554, 4.13012)  0.487
H (-2.97771, 0.97859, 2.17156)  0.432
H (-3.72227, 0.21593, -0.05965)  0.471
H (-4.70612, -2.03125, -0.33735)  0.720
C (2.45859, 3.00337, -2.49979)  -0.562
C (2.14890, 2.18339, -3.57646)  -0.618
C (1.34473, 1.06760, -3.39058)  -0.444
C (0.84248, 0.77693, -2.12903)  -0.065
C (1.14919, 1.59890, -1.05427)  -0.617
C (1.96073, 2.70983, -1.23772)  -0.511
H (3.08835, 3.87196, -2.64469)  0.545
H (2.53552, 2.41431, -4.56105)  0.562
H (1.10886, 0.42410, -4.22924)  0.345
H (0.21166, -0.09179, -1.98327)  0.393
H (0.75624, 1.37199, -0.07089)  0.518
H (2.20449, 3.34704, -0.39709)  0.411
C (4.63927, -0.67535, 1.33111)  -0.606
C (4.88546, -1.16262, 2.60810)  -0.421
C (3.82711, -1.52421, 3.42983)  -0.428
C (2.52162, -1.40748, 2.97159)  -0.605
C (2.27585, -0.92390, 1.69432)  -0.354
C (3.33420, -0.55350, 0.87510)  -0.092
H (5.46485, -0.38999, 0.69131)  0.393
H (5.90374, -1.25925, 2.96355)  0.389
H (4.01874, -1.89633, 4.42823)  0.416
H (1.69597, -1.69254, 3.61159)  0.447
H (1.25693, -0.83450, 1.33662)  0.495
H (3.14062, -0.17130, -0.11941)  0.378
C (-8.65779, 1.30880, 4.79659)  -0.400
C (-8.88878, 1.65355, 3.47255)  -0.343
C (-8.03004, 1.20430, 2.47829)  -0.624
C (-6.94388, 0.40438, 2.80642)  0.282
C (-6.71388, 0.05791, 4.12980)  -0.082
C (-7.56933, 0.51210, 5.12516)  -0.575
H (-9.32606, 1.66054, 5.57268)  0.356
H (-9.73902, 2.27273, 3.21489)  0.360
H (-8.20785, 1.47720, 1.44559)  0.370
H (-6.27724, 0.04998, 2.03185)  0.121
H (-5.87241, -0.56632, 4.38581)  0.164
H (-7.38781, 0.24422, 6.15870)  0.357
C (7.17024, 5.01722, -5.54051)  -0.370
C (6.86106, 4.19721, -6.61665)  -0.371
C (6.05586, 3.08206, -6.43113)  -0.473
C (5.55288, 2.79155, -5.17040)  -0.388
C (5.85956, 3.61342, -4.09481)  -0.351
C (6.67128, 4.72414, -4.27891)  -0.486
H (7.80070, 5.88534, -5.68492)  0.359
H (7.24862, 4.42716, -7.60103)  0.359
H (5.81973, 2.43914, -7.26964)  0.361
H (4.92181, 1.92363, -5.02599)  0.500
H (5.46638, 3.38712, -3.11168)  0.507
H (6.91453, 5.36231, -3.43885)  0.363
C (2.68940, 1.66612, 8.06067)  -0.378
C (3.90984, 1.68111, 7.39947)  -0.375
C (3.95397, 1.53779, 6.01955)  -0.445
C (2.77701, 1.38773, 5.29950)  -0.320
C (1.55665, 1.37558, 5.96029)  -0.471
C (1.51268, 1.51119, 7.34120)  -0.369
H (2.65527, 1.77515, 9.13730)  0.359
H (4.82769, 1.80409, 7.96059)  0.359
H (4.90617, 1.54308, 5.50390)  0.377
H (2.81182, 1.27896, 4.22289)  0.467
H (0.63833, 1.25948, 5.39801)  0.436
H (0.56077, 1.49704, 7.85690)  0.357

=====

| no. | electronic energy (hartree) | F_max (eV/Å) |
| --- | --- | --- |
| 1 | -1308.26958 | 0.5 |
| 2 | -568.49391 | 5.5 |
| 3 | -1677.75136 | 5.0 |
| 4 | -1737.92252 | 2.9 |
| 5 | -3454.16160 | 4.4 |
| 6 | -1817.78295 | 4.2 |